{"formula": "C35H45N8O10SeSr", "method": "ωB97M-V with the def2-TZVPD basis set", "e_tot_ha": -4983.6291, "fmax_ev_per_a": 1.2, "total_charge": -1, "de_lowest_kj_mol": 155.05, "orbital_gap_ev": 7.039, "homo_energy_ev": -4.8, "symbols": ["Sr", "O", "C", "O", "C", "C", "C", "C", "C", "N", "C", "O", "O", "H", "H", "H", "O", "C", "C", "C", "C", "C", "C", "C", "O", "N", "O", "O", "H", "H", "H", "H", "N", "C", "N", "O", "H", "H", "H", "H", "C", "N", "C", "C", "O", "N", "C", "C", "H", "H", "H", "H", "H", "H", "H", "H", "H", "H", "H", "H", "C", "C", "C", "C", "N", "C", "Se", "N", "C", "C", "C", "C", "C", "C", "C", "C", "C", "C", "H", "H", "H", "H", "H", "H", "H", "H", "H", "H", "H", "H", "H", "H", "H", "H", "H", "H", "H", "H", "H", "H"], "coordinates": [[0.10422, 1.61552, -2.08989], [0.40177, 1.56880, 2.47556], [0.34756, 1.82213, 1.26108], [-0.21703, 1.15294, 0.34201], [1.00753, 3.12345, 0.78882], [1.37640, 4.12988, 1.66098], [1.86415, 5.31833, 1.12635], [1.96697, 5.46968, -0.25137], [1.59315, 4.40868, -1.05680], [1.13611, 3.26948, -0.53229], [1.61886, 4.49351, -2.59259], [2.09537, 5.51881, -3.08050], [1.11683, 3.47838, -3.18618], [1.26218, 3.96671, 2.72441], [2.15080, 6.12952, 1.78343], [2.32145, 6.37742, -0.72080], [1.04026, 0.96291, -4.79554], [2.15675, 0.48129, -4.83363], [2.64029, -0.65803, -4.05882], [3.82627, -1.24199, -4.48333], [4.27204, -2.40880, -3.91720], [3.52243, -3.03803, -2.90594], [2.36249, -2.47362, -2.45553], [1.87981, -1.22457, -2.97183], [0.83926, -0.65824, -2.50113], [5.50687, -3.01206, -4.39140], [6.12264, -2.45526, -5.28841], [5.87613, -4.05625, -3.87777], [2.89490, 0.88207, -5.55616], [4.39836, -0.78894, -5.28619], [3.88343, -3.97023, -2.49449], [1.78452, -2.94768, -1.67432], [-1.57958, 0.27236, -6.32630], [-1.53828, -0.10520, -5.00015], [-0.98028, -1.32926, -4.73683], [-2.05934, 0.58164, -4.12383], [-0.80875, -0.03234, -6.89791], [-1.77565, 1.25545, -6.42276], [-0.34420, -1.69528, -5.42638], [-0.60485, -1.37944, -3.79606], [-2.79581, -0.23461, -1.14288], [-3.76010, 0.75291, -1.62215], [-4.83496, 0.19735, -2.43451], [-3.31791, 2.02964, -1.82037], [-2.11740, 2.33239, -1.79222], [-4.27621, 2.98169, -2.07996], [-5.53875, 2.98959, -1.35283], [-3.79374, 4.30046, -2.46072], [-3.33929, -1.01292, -0.60229], [-2.07929, 0.22868, -0.46249], [-2.26029, -0.70237, -1.97791], [-4.40860, -0.47608, -3.18292], [-5.36931, 0.98597, -2.95746], [-5.53892, -0.36307, -1.81356], [-5.73070, 2.02066, -0.90393], [-6.36771, 3.23914, -2.01987], [-5.50910, 3.73654, -0.55270], [-2.86377, 4.20835, -3.01116], [-3.61371, 4.93164, -1.58412], [-4.54167, 4.78293, -3.09194], [-2.41274, -3.58132, 0.72698], [-2.32725, -3.30767, 2.22830], [-2.76901, -1.89127, 2.59679], [-1.76549, -0.81591, 2.19204], [-0.53342, -0.87789, 2.96593], [0.69536, -1.20035, 2.46038], [1.05325, -1.85433, 0.79671], [1.60949, -0.88904, 3.43232], [3.05379, -0.86978, 3.22130], [3.70686, -2.24403, 3.29834], [3.34388, -3.02128, 4.55895], [3.93992, -4.42669, 4.55698], [0.96170, -0.33605, 4.53158], [1.43623, 0.13594, 5.74213], [0.50462, 0.63964, 6.64616], [-0.85354, 0.66416, 6.34050], [-1.32506, 0.17564, 5.12416], [-0.39406, -0.33081, 4.23556], [-2.17118, -4.62359, 0.50212], [-1.70580, -2.95846, 0.17378], [-3.42453, -3.38296, 0.35228], [-1.29813, -3.46375, 2.56860], [-2.94972, -4.02646, 2.76848], [-2.95565, -1.82269, 3.67298], [-3.72039, -1.66886, 2.09891], [-2.17551, 0.18606, 2.33064], [-1.47475, -0.90441, 1.14805], [3.46826, -0.21553, 3.98653], [3.23186, -0.40823, 2.25176], [4.79183, -2.09390, 3.25727], [3.42659, -2.81776, 2.41629], [2.25512, -3.08756, 4.63806], [3.68610, -2.47332, 5.44585], [3.56654, -5.00003, 3.70333], [3.68575, -4.97491, 5.46844], [5.03172, -4.39214, 4.47911], [2.49265, 0.12685, 5.97893], [0.84424, 1.02475, 7.60015], [-1.55485, 1.07061, 7.05927], [-2.37921, 0.20462, 4.87965]]}


{"formula": "C35H46Cl2CrN8O8P", "method": "ωB97M-V with the def2-TZVPD basis set", "e_tot_ha": -4707.7673, "fmax_ev_per_a": 1.0, "de_lowest_kj_mol": 0.00, "s_squared": 3.77, "multiplicity": 4, "orbital_gap_ev": [7.032, 7.291], "homo_energy_ev": [-7.5, -7.9], "symbols": ["Cr", "C", "C", "N", "C", "C", "N", "C", "O", "O", "C", "O", "O", "H", "H", "H", "H", "H", "Cl", "C", "C", "C", "Cl", "C", "O", "C", "C", "O", "C", "H", "H", "H", "O", "C", "N", "C", "O", "C", "C", "C", "C", "N", "C", "H", "H", "H", "H", "H", "H", "H", "H", "N", "P", "N", "C", "C", "C", "C", "C", "N", "C", "C", "C", "C", "C", "N", "C", "C", "C", "C", "C", "H", "H", "H", "H", "H", "H", "H", "H", "H", "H", "H", "H", "H", "H", "H", "H", "H", "H", "H", "H", "H", "H", "H", "H", "H", "H", "H", "H", "H", "H"], "coordinates": [[-0.11772, -0.15800, -0.04693], [-1.12745, -0.39054, 3.75166], [0.24406, -0.20338, 3.20909], [0.59092, -0.09110, 1.94545], [1.96604, 0.04909, 1.90880], [2.45192, 0.00511, 3.18179], [1.34668, -0.14781, 3.97722], [3.78683, 0.03772, 3.84081], [4.84153, 0.13529, 3.07444], [3.83265, -0.05222, 5.04739], [2.63525, 0.13471, 0.57373], [3.86442, 0.26432, 0.51259], [1.84242, 0.03774, -0.41781], [-1.79007, -0.72732, 2.95998], [-1.51709, 0.54147, 4.17024], [-1.12579, -1.14490, 4.53973], [1.41008, -0.23061, 4.97876], [4.58275, 0.17872, 2.08896], [-1.00084, 4.43160, -5.72155], [-0.89676, 3.14070, -4.55950], [-1.23588, 1.83340, -4.95615], [-1.15313, 0.79803, -4.07244], [-1.58894, -0.80900, -4.57211], [-0.71025, 0.98000, -2.72387], [-0.61024, -0.03111, -1.95581], [-0.42811, 2.32079, -2.34772], [-0.12260, 2.67206, -0.99704], [-0.09134, 1.92599, -0.01465], [-0.50913, 3.38052, -3.27886], [-1.56630, 1.64823, -5.97115], [0.07497, 3.73487, -0.81459], [-0.26780, 4.38901, -2.95979], [-4.13354, -4.12526, -3.46773], [-5.02821, -3.02235, -3.44813], [-4.48657, -2.06191, -2.53368], [-5.10362, -1.71066, -1.37265], [-6.23470, -2.03914, -1.05824], [-4.30258, -0.78974, -0.49731], [-4.95015, 0.13872, 0.30138], [-4.19686, 1.01037, 1.06554], [-2.81502, 0.91706, 1.00869], [-2.19988, -0.01249, 0.28393], [-2.92444, -0.85415, -0.45237], [-4.50812, -4.81500, -4.02200], [-6.01232, -3.29614, -3.08626], [-5.11035, -2.58084, -4.44088], [-3.56236, -1.70565, -2.73302], [-6.03387, 0.16487, 0.30446], [-4.66007, 1.76526, 1.68560], [-2.17340, 1.59997, 1.55282], [-2.33608, -1.59189, -0.98720], [-0.20982, -2.01927, -0.07196], [-0.23638, -3.52962, 0.04650], [0.78724, -4.13330, 1.21643], [2.08195, -3.46542, 1.37958], [2.56612, -3.62423, 2.80987], [2.83807, -5.10760, 3.12125], [1.96862, -6.02496, 2.24361], [0.61578, -5.38978, 1.95643], [-1.68039, -4.28114, 0.50006], [-2.67669, -4.60900, -0.52350], [-3.51173, -5.80659, -0.06110], [-3.71943, -5.77181, 1.46235], [-3.69704, -4.32347, 1.93547], [-2.30392, -3.72706, 1.71245], [0.13762, -4.28165, -1.40127], [0.91579, -5.52641, -1.39388], [1.16716, -5.98678, -2.82170], [2.01111, -4.96202, -3.59505], [1.66200, -3.52283, -3.17039], [0.24712, -3.45792, -2.61953], [1.95100, -2.42589, 1.10919], [2.83610, -3.87203, 0.68791], [1.78995, -3.22924, 3.47593], [3.46127, -3.01920, 2.97238], [2.64819, -5.30710, 4.17856], [3.89282, -5.33419, 2.94994], [1.82114, -6.99375, 2.72393], [2.47105, -6.22105, 1.29224], [0.10497, -5.20529, 2.91389], [-0.02706, -6.06479, 1.39688], [-2.17144, -4.82861, -1.45801], [-3.33517, -3.75278, -0.71799], [-3.01536, -6.73555, -0.35027], [-4.47602, -5.78226, -0.57802], [-2.91315, -6.31861, 1.96128], [-4.65246, -6.26540, 1.73909], [-3.95893, -4.23578, 2.99161], [-4.45034, -3.75433, 1.37935], [-1.66502, -3.96039, 2.57075], [-2.36252, -2.63334, 1.64108], [0.37502, -6.30001, -0.84346], [1.88236, -5.39390, -0.88558], [0.20138, -6.13092, -3.31476], [1.65623, -6.96204, -2.80539], [1.84033, -5.08930, -4.66647], [3.07344, -5.15501, -3.42672], [1.77322, -2.82755, -4.00566], [2.33717, -3.17284, -2.38381], [-0.47337, -3.80281, -3.37515], [-0.00653, -2.43226, -2.36168]]}